No. 1
The following is a DFT calculation (ωB97M-V/def2-TZVPD) of C3H6O in the gas phase.

```
10
Properties=species:S:1:pos:R:3:forces:R:3
C -1.229 0.236 0.074 -0.03 0.07 0.02
C 0.057 -0.459 -0.289 -0.09 0.09 -0.25
C 1.363 0.113 0.045 0.11 0.24 -0.14
O 0.808 -0.944 0.814 0.07 -0.14 0.15
H -1.921 -0.457 0.565 0.14 0.04 -0.14
H -1.725 0.644 -0.811 0.09 -0.04 0.08
H -1.029 1.055 0.773 -0.03 -0.11 -0.09
H 0.038 -1.122 -1.157 -0.13 -0.04 0.26
H 2.245 -0.161 -0.534 -0.16 0.08 0.06
H 1.394 1.094 0.520 0.04 -0.20 0.05
```
Forces are in eV/Å.

Results
structure (SMILES): C[C@H]1CO1
lowest unoccupied orbital energy: 1.22 eV
energy relative to the best compared isomer or geometry (same formula, charge and spin): 28.8 kcal per mole

---

No. 2
The following is a DFT calculation (ωB97M-V/def2-TZVPD) of C3H6O in the gas phase.

```
10
Properties=species:S:1:pos:R:3:forces:R:3
C -1.422 0.171 0.336 -0.57 0.25 -0.07
C 0.281 -0.286 0.641 0.61 0.17 0.01
O -0.059 0.930 0.987 -0.12 -0.48 -0.08
C 1.354 -0.290 -0.435 -0.09 -0.03 -0.04
H -1.811 1.161 0.067 0.03 -0.10 -0.04
H -1.409 -0.413 -0.598 0.16 0.09 0.19
H -1.991 -0.308 1.125 0.23 0.07 -0.11
H 1.303 -1.184 -1.063 -0.02 0.13 0.11
H 1.331 0.624 -1.043 0.00 -0.09 0.02
H 2.322 -0.321 0.086 -0.24 -0.01 0.01
```
Forces are in eV/Å.

Results
lowest unoccupied orbital energy: 0.75 eV
energy relative to the best compared isomer or geometry (same formula, charge and spin): 113.4 kcal per mole

---

No. 3
The following is a DFT calculation (ωB97M-V/def2-TZVPD) of 2 unconnected molecules or ions with the total composition C3H6O2 at a distorted geometry.

```
11
Properties=species:S:1:pos:R:3:forces:R:3
O 2.229 -0.788 0.341 -0.38 0.38 -0.53
C 1.870 -0.416 -0.761 1.85 -0.35 0.89
H 2.062 -1.117 -1.581 -0.49 0.30 -0.54
H 1.542 0.625 -0.901 -0.39 -0.21 -0.35
C -1.503 1.080 0.476 0.26 0.85 0.19
C -1.321 -0.205 0.201 -0.01 -0.28 -0.10
O -0.444 -1.008 0.895 0.60 0.18 -1.18
H -2.478 1.566 0.480 0.37 0.10 -1.28
H -0.635 1.674 0.757 -0.34 -0.14 1.31
H -1.819 -0.637 -0.673 -0.69 -0.70 1.00
H 0.499 -0.775 0.764 -0.77 -0.14 0.58
```
Forces are in eV/Å.

Results
structure (SMILES): C=CO.C=O
lowest unoccupied orbital energy: 0.00 eV
energy relative to the best compared isomer or geometry (same formula, charge and spin): 82.7 kcal per mole

---

No. 4
The following is a DFT calculation (ωB97M-V/def2-TZVPD) of C3H6O2 in the gas phase.

```
11
Properties=species:S:1:pos:R:3:forces:R:3
O -1.325 0.733 -0.634 -0.24 0.18 0.10
C -0.906 -0.251 0.298 0.15 -0.30 0.27
C 0.490 -0.700 -0.119 0.02 -0.09 0.02
C 1.393 0.516 -0.162 0.13 0.12 0.31
O 1.836 1.030 0.839 -0.17 -0.22 -0.51
H -1.985 1.292 -0.209 0.06 -0.07 -0.16
H -1.590 -1.113 0.308 0.08 0.17 -0.04
H -0.857 0.155 1.319 0.00 -0.02 -0.22
H 0.455 -1.195 -1.096 -0.02 0.14 0.12
H 0.883 -1.403 0.623 -0.05 0.08 -0.07
H 1.605 0.936 -1.167 0.04 0.00 0.19
```
Forces are in eV/Å.

Results
structure (SMILES): O=CCCO
lowest unoccupied orbital energy: 0.80 eV
energy relative to the best compared isomer or geometry (same formula, charge and spin): 26.8 kcal per mole

---

No. 5
The following is a DFT calculation (ωB97M-V/def2-TZVPD) of 2 unconnected molecules or ions with the total composition C3H6O2.

```
11
Properties=species:S:1:pos:R:3:forces:R:3
O -0.939 0.043 -2.317 -0.61 -0.16 -0.30
C 0.746 0.638 -0.435 0.17 0.05 0.40
C 0.166 -0.005 0.557 0.64 0.46 0.15
C 0.185 -0.846 1.710 0.19 -0.34 0.19
O -0.746 0.267 1.526 -0.05 0.21 0.08
H -1.295 0.886 -2.013 -0.03 -0.11 -0.19
H 1.541 0.187 -1.013 -0.06 0.04 0.17
H 0.410 1.632 -0.702 -0.05 -0.13 -0.11
H -0.841 -0.447 -1.489 0.01 0.08 -0.38
H 0.995 -0.621 2.398 -0.19 -0.19 0.21
H -0.268 -1.828 1.787 -0.01 0.08 -0.20
```
Forces are in eV/Å.

Results
structure (SMILES): C=C1CO1.O
lowest unoccupied orbital energy: 0.80 eV
energy relative to the best compared isomer or geometry (same formula, charge and spin): 74.5 kcal per mole

---

No. 6
The following is a DFT calculation (ωB97M-V/def2-TZVPD) of C3H6O2 in the gas phase at a distorted geometry.

```
11
Properties=species:S:1:pos:R:3:forces:R:3
C 1.046 -0.401 0.947 0.98 -0.31 2.27
C 0.204 -0.310 -0.231 -3.13 -1.60 -0.77
C -0.720 0.912 -0.503 3.35 1.22 -1.04
O 1.538 -0.066 -0.333 0.80 -0.05 -1.58
O -0.271 -1.722 -0.888 1.12 4.09 1.95
H 1.098 0.555 1.599 -0.21 -2.14 -0.49
H 1.434 -1.445 1.314 -1.03 2.27 -0.42
H -0.545 1.298 -1.569 -0.24 -0.68 1.47
H -0.440 1.760 0.189 0.43 -0.90 -0.70
H -1.731 0.892 -0.321 -2.40 -1.21 0.18
H 0.424 -1.681 -1.538 0.34 -0.69 -0.86
```
Forces are in eV/Å.

Results
structure (SMILES): C[C@]1(O)CO1
lowest unoccupied orbital energy: 0.93 eV
energy relative to the best compared isomer or geometry (same formula, charge and spin): 67.9 kcal per mole

---

No. 7
The following is a DFT calculation (ωB97M-V/def2-TZVPD) of C3H6O2 in the gas phase at a distorted geometry.

```
11
Properties=species:S:1:pos:R:3:forces:R:3
C 1.065 0.627 -0.635 -0.31 0.27 0.24
C 0.087 -0.074 0.296 -0.56 0.47 0.06
O 0.675 -0.684 1.362 -0.12 -0.55 0.11
C -1.228 -0.487 -0.151 -0.05 -0.48 -0.70
O -1.265 0.411 0.936 1.14 0.97 -0.71
H 2.043 0.791 -0.168 -0.38 0.02 0.10
H 0.647 1.580 -0.954 0.04 0.09 -0.02
H 1.228 0.024 -1.543 -0.22 0.06 0.42
H -1.541 -1.520 -0.027 -0.25 0.02 0.30
H -1.594 0.000 -1.051 -0.02 -0.35 -0.29
H -0.118 -0.668 1.935 0.73 -0.51 0.48
```
Forces are in eV/Å.

Results
structure (SMILES): C[C@]1(O)CO1
lowest unoccupied orbital energy: 0.99 eV
energy relative to the best compared isomer or geometry (same formula, charge and spin): 54.6 kcal per mole

---

No. 8
The following is a DFT calculation (ωB97M-V/def2-TZVPD) of C3H6O2 in the gas phase.

```
11
Properties=species:S:1:pos:R:3:forces:R:3
O -1.362 0.928 -0.015 0.03 0.14 0.16
C -1.015 -0.400 0.294 -0.04 -0.36 0.02
C 0.487 -0.724 0.029 0.06 -0.05 0.03
C 1.249 0.501 -0.421 0.06 0.19 0.23
O 1.386 1.480 0.279 -0.05 -0.41 -0.30
H -0.766 1.502 0.487 -0.15 0.05 -0.10
H -1.632 -1.031 -0.350 0.07 0.10 0.05
H -1.281 -0.653 1.331 0.12 0.11 -0.17
H 0.598 -1.522 -0.712 -0.06 0.14 0.08
H 0.960 -1.066 0.956 -0.03 0.06 -0.09
H 1.683 0.477 -1.440 0.02 0.05 0.10
```
Forces are in eV/Å.

Results
structure (SMILES): O=CCCO
lowest unoccupied orbital energy: 0.77 eV
energy relative to the best compared isomer or geometry (same formula, charge and spin): 29.8 kcal per mole

---

Number 1: orbital gap 11.509 eV, HOMO level -10.2914 eV. Number 2: orbital gap 8.493 eV, HOMO level -7.7407 eV. Number 3: orbital gap 8.918 eV, HOMO level -8.9217 eV. Number 4: orbital gap 10.591 eV, HOMO level -9.7920 eV. Number 5: orbital gap 10.119 eV, HOMO level -9.3176 eV. Number 6: orbital gap 11.616 eV, HOMO level -10.6860 eV. Number 7: orbital gap 10.792 eV, HOMO level -9.8043 eV. Number 8: orbital gap 10.929 eV, HOMO level -10.1543 eV.